Density functional theory data (the ωB97M-V functional and the def2-TZVPD basis) for a molecular structure, C19H43NdO2P3S in a non-equilibrium geometry.

Geometry as ORCA input:
```
! wB97M-V def2-TZVPD RIJCOSX def2/J DEFGRID3
* xyz 3 4
Nd 1.99 -0.52 2.04
P -2.82 0.12 0.63
P -0.84 -2.28 1.82
P 0.10 1.94 -2.61
H 4.10 -3.12 0.21
C 4.40 -2.06 0.07
C 4.29 -1.11 1.05
H 4.33 -1.40 2.10
C -3.19 -0.66 -1.00
C -4.08 -0.85 1.64
C -3.94 1.60 0.40
C 0.89 -3.00 2.00
C -1.60 -3.05 3.31
C -1.48 -3.61 0.70
C 1.64 2.76 -3.12
C -0.97 3.00 -1.63
C -0.66 1.25 -4.13
H 4.90 -1.88 -0.88
H 4.73 -0.12 0.84
H -4.28 -0.73 -1.10
H -2.76 -1.66 -1.07
H -2.80 -0.09 -1.86
H -5.07 -0.61 1.20
H -4.03 -0.46 2.67
H -3.90 -1.95 1.64
H -4.63 1.42 -0.45
H -3.37 2.52 0.22
H -4.52 1.70 1.33
H 0.60 -4.01 2.32
H 1.49 -2.60 2.88
H 1.44 -3.07 1.04
H -1.66 -4.14 3.14
H -2.61 -2.65 3.48
H -0.96 -2.86 4.18
H -1.19 -4.57 1.16
H -1.06 -3.57 -0.32
H -2.58 -3.59 0.64
H 1.44 3.72 -3.63
H 2.33 2.19 -3.79
H 2.24 2.98 -2.21
H -0.79 4.09 -1.64
H -0.99 2.71 -0.57
H -2.02 2.89 -1.92
H -0.24 1.65 -5.07
H -1.73 1.48 -4.15
H -0.60 0.15 -4.29
C 2.13 -0.49 -1.39
C 1.87 -1.54 -2.30
C 2.77 -1.75 -3.35
C 3.86 -0.90 -3.49
C 4.20 0.04 -2.52
C 3.21 0.42 -1.59
O 1.49 -0.52 -0.16
H 0.55 0.83 -1.82
H 1.18 -2.27 -1.92
H 2.64 -2.57 -4.04
H 4.58 -1.14 -4.26
H 5.19 0.48 -2.46
H 3.43 1.09 -0.75
C -1.82 3.42 2.50
S -0.05 2.61 2.41
C 0.32 3.07 4.16
O 0.22 0.96 2.52
H -1.52 4.41 2.86
H -2.50 2.90 3.20
H -2.35 3.55 1.54
H -0.44 2.57 4.78
H 1.31 2.71 4.51
H 0.23 4.17 4.26
*
```

Computed properties:
Relative energy (zero: lowest compared OMol25 entry of this formula, charge and spin) (eV): 2.990
HOMO (alpha / beta) (eV): -15.5 / -15.5
Kohn-Sham gap (alpha / beta) (eV): 5.542 / 6.284
E_LUMO (alpha / beta) (eV): -10.00 / -9.26
Electronic energy (eV): -78445.60950